{
  "formula": "C41H54GeN6O2PS3V",
  "method": "wB97M-V/def2-TZVPD",
  "species": ["V", "C", "C", "N", "N", "C", "S", "S", "C", "C", "C", "C", "C", "C", "C", "C", "C", "C", "C", "C", "C", "O", "H", "H", "H", "H", "H", "H", "H", "H", "H", "H", "H", "H", "H", "H", "S", "C", "C", "C", "C", "C", "C", "C", "C", "C", "N", "H", "H", "H", "H", "H", "H", "O", "P", "N", "C", "C", "C", "C", "N", "C", "C", "C", "C", "N", "C", "C", "C", "C", "H", "H", "H", "H", "H", "H", "H", "H", "H", "H", "H", "H", "H", "H", "H", "H", "H", "H", "H", "H", "H", "H", "H", "H", "C", "Ge", "C", "C", "C", "H", "H", "H", "H", "H", "H", "H", "H", "H", "H"],
  "coordinates": [[1.161, -0.146, 0.901], [0.151, -0.250, 5.058], [0.420, -0.673, 3.631], [0.762, 0.277, 2.747], [0.559, 1.618, 3.196], [-0.488, 2.167, 2.697], [-1.642, 1.569, 1.557], [-0.710, 3.848, 3.400], [-1.689, 3.354, 4.847], [-3.174, 3.355, 4.627], [-3.929, 4.488, 4.913], [-5.300, 4.510, 4.696], [-5.936, 3.385, 4.189], [-5.190, 2.251, 3.897], [-3.820, 2.235, 4.112], [0.252, -1.992, 3.220], [-0.020, -3.028, 4.162], [-0.326, -4.304, 3.813], [-0.507, -4.598, 2.407], [-0.227, -3.688, 1.466], [0.411, -2.351, 1.738], [-0.205, -1.391, 0.862], [-0.920, -0.099, 5.216], [0.660, 0.687, 5.276], [0.487, -1.010, 5.759], [-1.430, 4.047, 5.650], [-1.333, 2.364, 5.132], [-3.431, 5.368, 5.303], [-5.869, 5.404, 4.923], [-7.005, 3.395, 4.014], [-5.671, 1.375, 3.480], [-3.233, 1.367, 3.837], [0.000, -2.788, 5.218], [-0.534, -5.054, 4.567], [-0.922, -5.561, 2.118], [-0.462, -3.879, 0.430], [5.406, 1.946, 0.259], [5.585, 0.290, 0.625], [4.378, -0.311, 0.792], [3.212, 0.520, 0.616], [3.666, 1.792, 0.350], [2.881, 3.026, 0.208], [3.507, 4.272, 0.058], [2.742, 5.414, -0.023], [1.362, 5.306, 0.062], [0.825, 4.037, 0.212], [1.550, 2.921, 0.270], [6.565, -0.154, 0.702], [4.305, -1.349, 1.069], [4.588, 4.334, 0.019], [3.221, 6.382, -0.132], [0.713, 6.170, 0.045], [-0.245, 3.900, 0.316], [0.671, -0.057, -1.521], [-0.241, -0.191, -2.673], [-1.423, -1.324, -2.508], [-2.296, -1.261, -1.316], [-3.266, -2.404, -1.559], [-3.480, -2.354, -3.069], [-2.085, -2.031, -3.612], [-0.925, 1.272, -3.020], [-0.681, 2.420, -2.130], [-2.051, 3.071, -2.003], [-2.675, 2.807, -3.373], [-2.224, 1.379, -3.686], [0.528, -0.678, -4.085], [1.306, -1.935, -3.932], [2.496, -1.806, -4.900], [2.232, -0.511, -5.672], [1.429, 0.317, -4.683], [-2.832, -0.301, -1.277], [-1.705, -1.361, -0.401], [-4.187, -2.290, -0.987], [-2.798, -3.348, -1.270], [-4.176, -1.546, -3.314], [-3.876, -3.280, -3.489], [-2.115, -1.436, -4.526], [-1.542, -2.954, -3.845], [0.046, 3.107, -2.577], [-0.280, 2.064, -1.181], [-1.984, 4.131, -1.758], [-2.619, 2.575, -1.210], [-2.261, 3.499, -4.111], [-3.761, 2.903, -3.387], [-2.141, 1.190, -4.761], [-2.934, 0.655, -3.277], [0.672, -2.791, -4.166], [1.656, -2.050, -2.905], [2.581, -2.670, -5.559], [3.425, -1.730, -4.335], [1.624, -0.711, -6.558], [3.148, -0.011, -5.988], [0.852, 1.117, -5.149], [2.094, 0.762, -3.932], [1.149, -4.105, -1.340], [2.478, -3.425, -0.040], [3.928, -2.856, -1.271], [3.217, -5.057, 0.798], [1.890, -2.165, 1.300], [1.667, -4.362, -2.268], [0.366, -3.381, -1.561], [0.682, -5.001, -0.933], [3.931, -3.540, -2.125], [4.904, -2.905, -0.790], [3.785, -1.838, -1.629], [3.483, -5.806, 0.048], [2.476, -5.477, 1.479], [4.110, -4.811, 1.375], [2.580, -2.256, 2.149]],
  "forces_ev_per_angstrom": [[0.3, -0.1, -1.2], [0.0, 0.0, 0.0], [-0.1, 0.0, -0.1], [-0.2, 0.3, 1.0], [0.1, -0.3, 0.0], [-0.2, 0.2, -0.3], [0.3, 0.3, 0.0], [0.0, 0.0, -0.2], [-0.1, 0.0, 0.1], [0.0, 0.0, 0.0], [0.0, 0.0, 0.0], [0.0, 0.0, 0.0], [0.0, 0.0, 0.0], [0.0, 0.0, 0.0], [0.0, 0.0, 0.0], [0.0, -0.1, 0.0], [0.1, 0.1, -0.1], [-0.1, -0.1, -0.1], [0.0, -0.1, 0.2], [-0.1, 0.1, 0.1], [0.2, 0.2, -0.1], [-0.8, -0.8, 0.1], [0.0, 0.0, 0.0], [0.0, 0.0, 0.0], [0.0, 0.0, 0.0], [0.0, 0.0, 0.0], [0.0, 0.0, 0.0], [0.0, 0.0, 0.0], [0.0, 0.0, 0.0], [0.0, 0.0, 0.0], [0.0, 0.0, 0.0], [0.0, 0.0, 0.0], [0.0, 0.0, 0.1], [0.0, 0.0, 0.0], [0.0, 0.0, 0.0], [0.0, 0.0, 0.0], [0.2, 0.0, 0.0], [0.0, -0.1, 0.0], [-0.1, -0.1, 0.0], [0.7, 0.5, -0.2], [-0.3, 0.2, -0.1], [0.1, -0.3, 0.0], [0.0, 0.1, -0.1], [0.0, 0.1, 0.0], [-0.1, 0.0, 0.0], [0.1, -0.2, 0.1], [0.0, 0.1, 0.1], [0.0, 0.0, 0.0], [0.0, -0.2, 0.0], [-0.1, 0.0, 0.0], [0.0, 0.0, 0.0], [0.0, 0.0, 0.0], [-0.1, -0.1, 0.0], [0.3, 0.0, 0.4], [0.1, -0.2, 0.0], [-0.1, 0.0, -0.1], [0.1, 0.0, 0.1], [0.0, 0.0, 0.1], [0.0, 0.0, -0.1], [0.1, 0.0, 0.0], [-0.1, 0.0, 0.0], [0.0, 0.0, 0.1], [0.0, -0.1, 0.0], [-0.1, 0.0, 0.0], [0.1, 0.1, -0.1], [0.0, 0.0, 0.1], [0.0, 0.0, 0.0], [0.0, 0.0, 0.0], [0.0, 0.0, -0.1], [-0.1, 0.1, 0.0], [0.0, 0.0, 0.0], [0.0, 0.0, 0.0], [0.0, 0.0, 0.0], [0.0, 0.0, 0.0], [0.0, 0.0, 0.0], [0.0, 0.0, 0.0], [0.0, 0.0, 0.0], [0.0, 0.0, 0.0], [0.0, 0.0, 0.0], [-0.1, 0.2, -0.1], [0.0, 0.0, 0.0], [0.1, 0.0, 0.0], [0.0, 0.0, 0.0], [0.0, 0.0, 0.0], [0.0, 0.0, 0.0], [-0.1, 0.0, 0.0], [0.0, 0.0, 0.0], [0.0, 0.0, 0.0], [0.0, 0.0, 0.0], [0.0, 0.0, 0.0], [0.0, 0.0, 0.0], [0.0, 0.0, 0.0], [0.0, 0.0, 0.0], [0.0, 0.0, 0.0], [-0.1, -0.1, 0.0], [0.0, 0.2, -0.1], [0.0, 0.0, 0.1], [0.0, 0.0, 0.0], [-0.2, 0.0, 0.3], [0.0, -0.1, 0.0], [0.0, 0.1, 0.0], [0.0, -0.1, -0.1], [0.0, 0.0, 0.0], [0.1, 0.0, 0.0], [0.0, 0.1, 0.0], [0.0, 0.0, 0.0], [0.0, 0.0, 0.0], [0.0, 0.0, 0.0], [0.0, 0.0, 0.0]],
  "lowdin_charge": [0.842, -0.039, -0.284, -0.139, -0.083, -1.135, 0.510, 0.794, -0.457, -0.292, -0.067, -0.116, -0.122, -0.088, -0.067, -0.128, -0.090, -0.150, -0.137, -0.068, -0.567, -0.351, 0.080, 0.062, 0.055, 0.063, 0.061, 0.103, 0.086, 0.085, 0.098, 0.072, 0.080, 0.061, 0.080, 0.066, 0.944, -0.460, -0.247, -0.185, -0.507, -0.288, -0.069, -0.097, -0.083, -0.174, 0.135, 0.044, 0.058, 0.061, 0.094, 0.091, 0.072, -0.267, 0.553, -0.173, -0.176, -0.167, -0.183, -0.211, -0.169, -0.205, -0.178, -0.177, -0.204, -0.179, -0.194, -0.162, -0.186, -0.218, 0.111, 0.086, 0.109, 0.112, 0.099, 0.099, 0.096, 0.098, 0.116, 0.054, 0.107, 0.088, 0.103, 0.101, 0.106, 0.092, 0.096, 0.074, 0.099, 0.101, 0.103, 0.102, 0.106, 0.125, -0.227, 0.805, -0.237, -0.228, -0.287, 0.003, -0.001, 0.010, 0.001, 0.003, 0.006, 0.000, 0.002, 0.003, 0.051],
  "lumo_energy_ev": [4.13, 4.13],
  "orbital_gap_ev": [4.426, 4.588],
  "s2": 2.021,
  "total_charge": -2,
  "relative_energy_kcal_mol": 29.8,
  "energy_ev": -180428.62265,
  "fmax_ev_per_a": 1.228,
  "multiplicity": 3
}

{
  "formula": "C41H55N17O2",
  "method": "wB97M-V/def2-TZVPD",
  "species": ["C", "N", "C", "O", "C", "C", "C", "C", "C", "C", "C", "O", "H", "H", "H", "H", "H", "H", "H", "C", "C", "N", "H", "H", "H", "C", "C", "N", "H", "H", "H", "C", "C", "N", "H", "H", "H", "C", "C", "N", "H", "H", "H", "C", "C", "N", "H", "H", "H", "C", "C", "N", "H", "H", "H", "C", "C", "N", "H", "H", "H", "C", "C", "N", "H", "H", "H", "C", "C", "N", "H", "H", "H", "C", "C", "N", "H", "H", "H", "C", "C", "N", "H", "H", "H", "C", "C", "N", "H", "H", "H", "C", "C", "N", "H", "H", "H", "C", "C", "N", "H", "H", "H", "C", "C", "N", "H", "H", "H", "C", "C", "N", "H", "H", "H"],
  "coordinates": [[1.540, -2.099, -1.542], [0.485, -1.396, -2.321], [0.361, -1.824, -3.684], [-0.269, -2.774, -4.050], [1.080, -0.853, -4.557], [1.379, -0.908, -5.910], [2.075, 0.175, -6.442], [2.464, 1.252, -5.650], [2.148, 1.303, -4.293], [1.442, 0.227, -3.773], [0.920, -0.032, -2.408], [0.850, 0.783, -1.524], [1.626, -1.596, -0.590], [2.513, -2.030, -2.040], [1.284, -3.128, -1.328], [1.060, -1.744, -6.512], [2.309, 0.160, -7.496], [3.025, 2.071, -6.073], [2.427, 2.134, -3.662], [1.545, -3.843, -9.264], [2.646, -2.992, -8.829], [3.511, -2.322, -8.483], [1.111, -3.447, -10.175], [1.919, -4.850, -9.446], [0.777, -3.879, -8.496], [-0.461, 1.179, 1.747], [0.035, 0.396, 2.869], [0.412, -0.219, 3.762], [-1.512, 0.950, 1.590], [-0.351, 2.238, 1.970], [0.092, 0.939, 0.838], [-0.981, 1.013, -8.765], [-0.410, -0.281, -9.115], [0.092, -1.283, -9.358], [-0.741, 1.737, -9.538], [-2.063, 0.935, -8.673], [-0.560, 1.355, -7.822], [1.979, 3.590, 5.172], [0.992, 3.890, 4.141], [0.198, 4.099, 3.340], [1.475, 3.405, 6.119], [2.539, 2.708, 4.892], [2.661, 4.430, 5.286], [-1.696, 2.246, -3.373], [-1.836, 3.446, -4.191], [-1.946, 4.388, -4.835], [-1.536, 1.380, -4.013], [-0.850, 2.347, -2.696], [-2.602, 2.093, -2.789], [6.257, 3.648, 6.930], [5.185, 2.776, 6.462], [4.343, 2.089, 6.095], [6.457, 3.454, 7.982], [7.161, 3.461, 6.354], [5.965, 4.690, 6.808], [4.118, 2.539, -0.706], [5.347, 3.025, -1.326], [6.311, 3.408, -1.813], [3.774, 3.250, 0.042], [3.343, 2.415, -1.459], [4.300, 1.579, -0.226], [-2.222, -3.075, 2.107], [-0.901, -2.779, 1.569], [0.129, -2.505, 1.146], [-2.507, -2.299, 2.811], [-2.950, -3.104, 1.300], [-2.215, -4.036, 2.618], [-2.901, -5.642, 5.702], [-3.851, -5.367, 4.629], [-4.597, -5.150, 3.786], [-3.432, -5.741, 6.647], [-2.368, -6.567, 5.494], [-2.185, -4.826, 5.779], [-5.802, -0.387, 2.340], [-4.424, -0.345, 1.871], [-3.350, -0.245, 1.478], [-6.014, 0.512, 2.915], [-6.478, -0.436, 1.492], [-5.965, -1.261, 2.967], [2.062, 2.767, -11.222], [1.777, 2.917, -9.799], [1.559, 3.030, -8.679], [1.165, 2.445, -11.748], [2.394, 3.719, -11.633], [2.844, 2.024, -11.363], [-5.263, -4.603, -0.104], [-6.202, -3.592, 0.368], [-6.941, -2.797, 0.739], [-4.486, -4.134, -0.705], [-4.806, -5.102, 0.750], [-5.787, -5.339, -0.709], [-7.916, 3.599, 3.073], [-8.436, 2.245, 3.246], [-8.844, 1.180, 3.381], [-8.604, 4.181, 2.463], [-7.808, 4.078, 4.044], [-6.946, 3.570, 2.579], [3.184, -0.601, 7.943], [3.796, -1.435, 8.971], [4.279, -2.088, 9.782], [3.200, -1.119, 6.986], [2.152, -0.383, 8.210], [3.732, 0.332, 7.846], [-2.767, 4.649, 2.014], [-4.225, 4.624, 2.099], [-5.370, 4.604, 2.166], [-2.381, 3.633, 2.048], [-2.454, 5.120, 1.085], [-2.358, 5.206, 2.853], [5.805, -4.743, 9.032], [6.269, -6.087, 8.699], [6.634, -7.142, 8.436], [6.158, -4.035, 8.286], [4.719, -4.719, 9.056], [6.183, -4.448, 10.007]],
  "forces_ev_per_angstrom": [[-0.1, 0.0, 0.4], [0.6, 0.6, -0.2], [0.0, -0.2, -0.4], [0.1, -0.3, 0.2], [0.0, 0.1, 0.0], [-0.2, 0.3, 0.3], [-0.2, -0.3, -0.1], [0.0, 0.2, 0.5], [-0.3, -0.3, -0.1], [-0.1, -0.1, -0.2], [0.0, 0.5, -0.1], [0.2, -0.2, 0.3], [-0.1, 0.0, 0.2], [0.0, -0.2, -0.2], [-0.2, -0.1, -0.2], [0.1, 0.0, -0.1], [0.1, 0.1, -0.1], [0.0, 0.0, -0.2], [0.0, 0.1, -0.1], [0.2, -0.3, 0.0], [-0.1, 0.0, 0.0], [0.1, 0.1, 0.0], [0.0, 0.1, 0.0], [0.0, 0.0, 0.0], [0.0, 0.0, 0.0], [0.0, 0.1, -0.1], [0.0, 0.0, 0.0], [0.0, 0.0, 0.1], [0.0, -0.1, 0.0], [0.1, 0.0, 0.0], [0.0, -0.1, 0.0], [-0.2, -0.1, 0.0], [0.1, 0.2, 0.2], [-0.1, 0.0, -0.1], [0.0, 0.1, 0.0], [0.0, 0.0, 0.0], [0.0, 0.0, 0.0], [-0.3, 0.2, -0.2], [0.0, -0.1, 0.2], [0.0, 0.1, -0.1], [0.0, 0.0, 0.0], [0.0, -0.1, 0.0], [0.0, 0.0, 0.0], [0.0, 0.0, 0.0], [0.0, -0.1, 0.1], [0.0, 0.1, -0.1], [0.0, 0.0, 0.0], [0.0, 0.0, 0.0], [0.0, 0.0, 0.0], [0.0, 0.0, 0.0], [0.1, 0.0, 0.0], [0.2, -0.1, 0.1], [0.0, 0.0, 0.0], [0.0, 0.0, 0.0], [0.0, 0.0, 0.0], [0.0, 0.0, 0.0], [-0.1, 0.0, 0.0], [0.1, 0.0, 0.0], [0.0, 0.0, 0.0], [0.0, 0.0, 0.0], [0.0, 0.0, 0.0], [0.2, -0.2, 0.1], [-0.1, 0.2, 0.0], [0.0, -0.1, 0.1], [0.0, 0.0, 0.0], [0.0, 0.0, 0.0], [0.0, 0.0, 0.0], [0.0, 0.0, 0.0], [0.0, 0.0, 0.1], [0.0, 0.0, -0.2], [0.0, 0.0, 0.0], [0.0, 0.0, 0.0], [0.0, 0.0, 0.0], [0.0, 0.1, 0.1], [-0.2, 0.2, -0.1], [-0.1, -0.1, 0.0], [0.0, 0.0, 0.0], [0.0, -0.1, 0.0], [0.0, 0.0, 0.0], [0.0, 0.0, 0.0], [0.1, 0.0, -0.1], [0.0, 0.0, 0.1], [0.0, 0.0, 0.0], [0.0, 0.0, 0.0], [0.0, 0.0, 0.0], [0.0, 0.0, 0.0], [0.1, -0.1, 0.0], [-0.1, 0.0, 0.0], [0.0, 0.0, 0.0], [0.0, 0.0, 0.0], [0.0, 0.0, 0.0], [-0.2, -0.4, 0.0], [-0.1, 0.2, 0.0], [0.0, -0.1, 0.0], [0.0, 0.0, 0.0], [0.0, 0.0, 0.0], [-0.4, 0.0, 0.2], [0.0, -0.1, 0.1], [-0.1, 0.1, -0.1], [0.0, 0.0, 0.1], [0.0, 0.0, 0.0], [0.0, 0.0, 0.0], [0.0, 0.0, -0.1], [-0.2, 0.0, 0.0], [0.2, 0.0, -0.1], [0.6, 0.3, -0.2], [0.0, 0.0, 0.0], [0.0, 0.0, 0.0], [0.1, 0.0, 0.0], [0.1, -0.2, 0.0], [0.0, 0.1, 0.0], [0.0, -0.1, 0.0], [0.0, 0.0, 0.0], [0.0, 0.0, 0.0], [0.0, 0.0, 0.0]],
  "lowdin_charge": [-0.037, 0.016, -0.370, 0.143, -0.088, 0.012, -0.064, -0.046, 0.014, -0.105, -0.390, 0.107, 0.054, 0.100, 0.083, 0.105, 0.088, 0.104, 0.108, -0.109, -0.306, 0.134, 0.055, 0.079, 0.071, -0.079, -0.304, 0.113, 0.020, 0.026, 0.060, -0.064, -0.243, 0.173, 0.061, 0.086, 0.071, -0.084, -0.242, 0.148, 0.088, 0.040, 0.077, -0.063, -0.284, 0.122, 0.078, 0.067, 0.086, -0.052, -0.236, 0.151, 0.087, 0.088, 0.085, -0.065, -0.287, 0.123, 0.083, 0.054, 0.086, -0.081, -0.248, 0.167, 0.064, 0.060, 0.059, -0.062, -0.281, 0.139, 0.085, 0.085, 0.084, -0.079, -0.239, 0.155, 0.064, 0.061, 0.082, -0.057, -0.270, 0.157, 0.082, 0.085, 0.087, -0.069, -0.259, 0.149, 0.082, 0.064, 0.083, -0.095, -0.290, 0.121, 0.084, 0.083, -0.002, -0.068, -0.264, 0.136, 0.088, 0.085, 0.043, -0.069, -0.221, 0.143, 0.057, 0.089, 0.070, -0.106, -0.290, 0.116, 0.075, 0.064, 0.076],
  "lumo_energy_ev": -0.24,
  "orbital_gap_ev": 9.716,
  "energy_ev": -72831.49272,
  "fmax_ev_per_a": 0.869
}